A structure of composition C14H19BrPd at a distorted geometry, computed with ωB97M-V/def2-TZVPD.

Geometry (Å):
H 0.1685 2.6800 2.3710
H -1.6972 -1.2494 2.6984
H -1.8625 -4.6428 0.6334
H 0.4972 1.4224 -3.3177
H -0.1985 -4.0840 0.6076
C -1.5452 2.1089 -0.4973
H -1.2670 -3.7557 -0.7614
H -0.4479 -2.4759 2.7603
H -2.4821 -2.0653 0.5824
C 1.3054 -0.3100 -2.1368
H -2.1220 -2.9314 3.0225
H 3.6491 1.2017 -0.2040
C -1.2260 -3.7803 0.3408
C -1.4743 -2.3654 0.9067
C 1.2033 1.0495 -2.5713
C 2.9113 0.9229 -0.9610
H 0.7021 -1.1495 -2.5085
C -0.3696 -1.3606 0.4686
H -0.7832 -0.4079 0.1352
H 2.6370 -1.2839 -0.5907
C 0.3466 3.3321 0.1946
C 2.2116 1.8268 -1.8754
H 2.3772 2.9016 -1.9562
H 0.3170 -1.7599 -0.2802
C -0.4851 2.9934 -0.9558
C -1.4029 1.9287 0.9099
C -0.2200 2.6306 1.3509
C 2.3313 -0.3876 -1.1331
Pd 0.9520 1.2463 -0.2210
C -1.4676 -2.2796 2.4305
Br 1.0182 -0.4085 1.8938
H 1.2160 3.9841 0.2039
H -0.3864 3.4065 -1.9604
H -2.0724 1.3619 1.5582
H -2.3340 1.7005 -1.1380

Calculated values
LUMO energy (alpha / beta)	0.6 / -1.8	eV
expectation value of S²	6.02
net charge	0
2S+1	5
orbital gap (alpha / beta)	5.09 / 6.88	eV
HOMO (alpha / beta)	-4.47 / -8.65	eV



A structure of composition C14H19F6N5O3ReS2, computed with ωB97M-V/def2-TZVPD.

Geometry (Å):
C 1.5789 -0.4783 3.6921
H -0.5274 -4.9832 2.4636
C 1.9160 -0.9065 -3.1336
N 1.5495 1.6150 1.8784
C -0.4076 -0.5027 -4.0478
N 2.6823 3.5190 1.3512
F 0.2587 3.1771 -1.1940
H 3.3039 3.9868 0.7133
H 1.9017 4.0638 1.6863
H 2.2714 -1.0731 -4.1513
C 0.9535 -0.6027 2.3482
H -1.3865 -4.7438 0.1133
O -3.2067 -1.2584 2.0296
H 2.5755 -0.0434 3.6036
C 2.4887 2.2019 1.0891
C -0.4196 -4.0462 1.9340
H 2.7217 -0.4785 -2.5382
O -2.9557 -0.5825 -0.3387
H 1.8837 1.8419 -2.9074
H 0.9904 0.1744 4.3422
S -2.9893 -0.2304 1.0635
H -0.0796 -0.5057 -5.0879
C 0.7120 0.0378 -3.1592
F -5.5363 0.2969 1.0603
H 0.9807 2.1966 2.4806
N 0.9854 0.4263 1.4730
C 1.1331 1.4435 -3.5891
C -0.9051 -3.9216 0.6200
F -0.4924 3.1883 0.8281
H 1.5558 1.3864 -4.5931
H 0.5518 -3.0690 3.5560
H -1.1826 -2.5371 -0.9947
C -0.7851 -2.7083 -0.0037
Re -0.2873 0.3434 -0.2004
O -1.8050 0.6369 1.3660
F -4.3005 1.9503 0.4053
C 0.1831 -2.9830 2.5455
H -0.6675 -1.5241 -3.7668
H -1.2979 0.1196 -3.9616
C -0.5875 2.5135 -0.3635
N -0.1947 -1.6509 0.5780
F -4.3939 1.4375 2.5066
S 3.3518 1.3729 -0.0609
H 1.6393 -1.8704 -2.7039
H 0.2786 2.1183 -3.6055
C 0.3178 -1.7583 1.8558
N 0.2057 0.1285 -1.8110
H 1.6632 -1.4447 4.1796
F -1.8343 2.7808 -0.8195
C -4.3916 0.9455 1.2687

Calculated values
LUMO energy (alpha / beta)	-0.5 / -1.7	eV
expectation value of S²	3.79
net charge	0
2S+1	4
orbital gap (alpha / beta)	6.07 / 6.87	eV
HOMO (alpha / beta)	-6.60 / -8.54	eV



A cluster of 3 separate species, C14H19F9N4O2S in total at a distorted geometry, computed with ωB97M-V/def2-TZVPD.

Geometry (Å):
C -7.0135 4.1191 -2.3242
H -7.4628 5.0969 -2.2078
H 0.6801 3.3211 2.2936
H -8.6465 2.8676 -3.2083
H -0.7313 1.7941 -0.2650
H -1.4777 3.0241 0.9526
C -7.6306 2.9570 -2.8457
O 1.6982 1.7555 -1.2677
C -6.6964 1.9459 -2.8116
O 1.8972 1.8376 1.2329
C 7.3137 -5.0314 -0.2656
F -3.1077 -0.5180 2.7726
F -1.2621 1.7082 3.2554
H 3.3035 -0.5637 2.0092
F -3.1548 -1.9006 0.8034
C -1.2091 0.9814 1.9278
H 8.1475 -5.2705 -0.9130
F -1.4820 -0.6494 -0.3873
H 6.8256 -2.8958 -0.7456
N -5.5395 2.4558 -2.2824
F -0.1801 -0.0992 2.1684
F -3.5768 -1.1191 -1.4134
C -2.7172 0.4313 1.6776
C -5.7218 3.7818 -1.9870
C 3.3588 -0.8177 -0.0441
C 0.7718 2.7850 1.2309
N 5.6675 -3.9186 0.7309
H 4.9672 -5.4572 2.0379
N 2.7406 -1.1231 1.3188
C 2.3386 1.4868 -0.1265
C -0.6869 2.1343 0.8616
F -3.6414 1.6141 1.8452
S -3.1036 -0.3314 0.0351
H 6.9498 -6.9209 0.8796
N 3.6455 0.6839 -0.2372
F -4.8071 -0.1819 0.4039
H 3.9090 0.7870 -1.2615
H 2.7806 -1.2963 -0.9422
H -6.7562 0.9097 -3.1163
C 6.6894 -5.8918 0.6688
H -4.9194 4.3699 -1.5621
H 4.4340 -1.3330 -0.0330
H 2.9402 -2.1240 1.5700
F -3.1815 1.1542 -0.8108
H -4.6846 1.9354 -2.1340
C 5.6786 -5.1776 1.2725
H 5.0249 -3.1788 0.9825
H 0.9638 3.6807 0.4655
C 6.6646 -3.8186 -0.2043

Calculated values
LUMO energy	-2.7	eV
net charge	0
orbital gap	5.47	eV
HOMO	-8.18	eV



A structure of composition C14H19IN4OS at a distorted geometry, computed with ωB97M-V/def2-TZVPD.

Geometry (Å):
H 6.0020 0.5079 -2.0182
N 1.7548 -1.2937 2.5213
C 0.9620 0.3910 -1.4269
C 2.0603 -0.6659 -1.2850
N 2.8611 -1.1246 -2.4047
C -2.3019 1.7649 0.0924
H 5.6686 -1.2556 -1.8143
H -2.4756 2.5934 0.8423
H 4.2786 -0.1164 -3.7384
C -3.5184 0.5972 1.7484
H -2.4573 -0.3536 3.4200
C 0.1920 0.8733 -0.2677
H 3.5292 0.9736 -2.5027
C 2.3641 -1.2797 0.0242
C -2.8000 -2.0196 0.3020
H -2.2940 -1.8774 1.3060
C -3.0904 0.5724 3.2721
H -2.4364 1.4469 3.5465
C 0.5306 0.2739 1.0601
H 0.7825 0.7745 -2.4668
I 3.8746 -2.8220 0.2567
C -3.0227 -0.5595 -0.3401
H -2.1476 -2.6326 -0.3702
C 1.5975 -0.8210 1.2314
H -3.9712 0.4704 3.9548
H -4.1219 -0.4058 -0.5769
H 2.3156 -1.1587 -3.2714
C 5.1900 -0.2394 -1.7597
O -4.6996 0.8131 1.5287
H 4.9430 -0.0458 -0.6730
N -0.0742 0.6000 2.2646
H -2.3749 -0.4499 -1.2549
C 3.9114 -0.0777 -2.6654
H -0.4338 2.9694 -0.1823
H -3.7975 -2.4827 0.5253
C -0.8633 1.9875 -0.5492
H -3.0755 1.9088 -0.7287
H -0.9907 2.1303 -1.6657
N -2.5379 0.4184 0.6644
S 0.6669 -0.3853 3.4008

Calculated values
LUMO energy	-1.0	eV
net charge	0
orbital gap	7.38	eV
HOMO	-8.40	eV



A cluster of 2 separate species, C14H19N2O2 in total at a distorted geometry, computed with ωB97M-V/def2-TZVPD.

Geometry (Å):
C -3.4384 6.1573 3.6533
H -2.4472 2.0000 -0.8868
H 0.8242 1.6976 1.9230
C 0.4634 2.0159 0.9322
C -2.3389 -0.2334 3.2956
C -0.5449 2.7672 -1.5696
N -2.5441 2.7579 3.0851
H -1.2180 4.8458 4.9746
C -1.8105 1.3131 1.6214
O -1.3372 0.5073 2.5350
H -4.7322 3.4252 1.5047
C -1.4087 2.2022 -0.6390
C -3.1242 7.0601 4.8032
H -2.7056 -1.0369 2.6465
H -1.8534 -0.6323 4.1855
O -4.0842 6.5759 2.6971
H 1.4630 3.5067 -1.9352
C -1.8986 2.8825 4.3839
H -4.0709 7.4512 5.1895
C -2.1570 4.2999 4.8599
H -4.1537 5.1203 1.4155
H 2.3573 2.7742 0.2500
C 1.3062 2.6061 0.0067
C -3.8438 4.0830 1.4881
C 0.7907 3.0042 -1.2373
H -2.5546 6.6092 5.6045
C -0.9107 1.8483 0.6436
N -2.9573 4.8403 3.7452
H -0.8177 2.6800 4.3232
H -2.3582 2.1573 5.0696
H -0.8820 3.0488 -2.5681
C -3.1017 3.8887 2.7409
H -2.5864 7.9274 4.4060
H -2.9019 1.4192 1.5448
H -3.1911 3.8180 0.6385
H -2.7220 4.2945 5.7932
H -3.1938 0.4085 3.5732

Calculated values
LUMO energy	-4.1	eV
net charge	+1
orbital gap	8.43	eV
HOMO	-12.56	eV
energy above the lowest of the compared OMol25 structures with the same formula, charge and spin	0.0	kJ/mol



An isolated molecule of C14H19N3O2S, computed with ωB97M-V/def2-TZVPD.

Geometry (Å):
H 2.6495 -3.3245 2.5518
C 0.7317 -1.2683 0.4791
H 0.5911 -0.2621 -3.0995
C -0.6966 2.6283 -0.3415
N -1.4050 2.8217 -1.4643
C -0.9117 -2.9799 -0.3152
H 2.8290 -1.6094 0.7341
C -0.5904 -1.9895 0.6061
H -3.9096 -3.9509 0.8997
H -2.4068 4.6471 -1.3520
H -2.8664 3.5640 -2.6871
C -2.0975 -3.6833 -0.2105
H 1.1960 1.1905 -3.8875
H 0.9708 -0.0828 2.1700
H 1.9231 -3.0405 0.2250
H -3.4073 3.2139 -1.0290
H -3.3635 -2.1837 2.5332
H 2.0240 0.5556 -2.4426
C 1.8214 -2.6543 2.3340
N -0.8741 2.1726 -2.4986
H 0.8890 -3.1896 2.5035
H 0.8769 -0.9952 -0.5722
C -2.5913 3.6101 -1.6357
O 2.7143 0.7385 -0.2557
C 0.1993 1.5430 -2.0523
H -0.2264 -3.1984 -1.1218
C 0.3577 1.8033 -0.6754
H 1.8744 -1.8220 3.0334
N 0.7296 -0.0086 1.1943
H -0.9503 3.0722 0.5982
C -2.9831 -3.4023 0.8165
S 1.5703 1.2333 0.4626
O 1.7741 2.2281 1.4745
C -2.6755 -2.4114 1.7320
C 1.9082 -2.1750 0.8897
C -1.4862 -1.7098 1.6283
H -1.2544 -0.9318 2.3387
H -2.3332 -4.4507 -0.9332
C 1.0612 0.7055 -2.9239

Calculated values
LUMO energy	0.7	eV
net charge	0
orbital gap	9.98	eV
HOMO	-9.32	eV
energy above the lowest of the compared OMol25 structures with the same formula, charge and spin	116.2	kJ/mol



Calculated E (eV), listed in the same order as above: -88341.375 -68524.519 -60165.496 -41766.753 -21894.276 -34226.404